--- w ---
Below is one molecule with the formula C2H4N4O2, with properties calculated with wB97M-V/def2-TZVPD.

Cartesian coordinates (Å):
1 C -0.477 0.766 1.907
2 O 0.104 -0.317 0.929
3 N 0.140 0.106 -0.447
4 N 1.404 -0.380 -0.790
5 N 1.093 -0.837 -2.259
6 N -0.042 -1.095 -2.409
7 C -0.907 -0.606 -1.321
8 O -2.020 -0.773 -1.136
9 H -0.370 -0.187 2.792
10 H -1.279 1.185 1.516
11 H 0.370 1.508 2.181
12 H 1.986 0.629 -0.963

Results
SMILES: COn1[nH]nnc1=O
HOMO (eV): -9.3980
Lowest unoccupied orbital energy (Ha): -0.011

These are the Mulliken partial charges, in e, on atoms 1 to 4: C -0.473; O -0.246; N 0.066; N -0.250



--- x ---
Below is one molecule with the formula C2H4N4O2, with properties calculated with wB97M-V/def2-TZVPD.

Cartesian coordinates (Å):
1 N -1.389 2.351 0.894
2 N -0.956 1.830 -0.399
3 C -0.392 0.592 -0.234
4 O -0.582 -0.054 0.980
5 N 0.154 -1.262 0.797
6 C 0.920 -1.142 -0.304
7 N 1.882 -2.145 -0.708
8 O 0.489 -0.155 -1.134
9 H -1.581 1.509 1.390
10 H -2.092 3.281 0.799
11 H 1.930 -2.852 -0.119
12 H 1.476 -2.381 -1.697

Results
SMILES: N/N=c1\onc(N)o1
HOMO (eV): -8.2748
Lowest unoccupied orbital energy (Ha): 0.018

These are the Mulliken partial charges, in e, on atoms 1 to 4: N -0.400; N -0.431; C 0.598; O -0.207



Name the most stable of them. x.



--- w ---
Below is a 2-piece molecular cluster, H9N3Si2 overall, with properties calculated with wB97M-V/def2-TZVPD.

Cartesian coordinates (Å):
1 N -2.685 0.984 0.585
2 N 1.932 1.065 -0.689
3 N 2.194 -1.534 0.192
4 Si -2.137 -0.344 -0.398
5 Si 1.311 -0.066 0.480
6 H -2.050 1.488 1.233
7 H -3.572 0.989 1.018
8 H 1.730 0.748 -1.595
9 H 1.548 1.932 -0.805
10 H 2.196 -2.455 0.573
11 H 2.952 -1.446 -0.441
12 H -2.201 0.035 -1.722
13 H -2.679 -1.828 -0.378
14 H 1.460 0.433 1.946

Results
HOMO (spin up / spin down) (eV): -6.7005 / -6.6997
Lowest unoccupied orbital energy (spin up / spin down) (Ha): 0.005 / 0.005

These are the Mulliken partial charges, in e, on atoms 1 to 4: N -0.486; N -0.539; N -0.420; Si 0.196



--- x ---
Below is one molecule with the formula H9N3Si2, with properties calculated with wB97M-V/def2-TZVPD.

Cartesian coordinates (Å):
1 N -0.985 -1.468 -0.844
2 Si -0.399 -0.065 0.003
3 N -1.223 -0.159 1.509
4 N -0.811 1.463 -0.733
5 Si 2.318 0.137 0.037
6 H -0.875 -2.383 -0.499
7 H -1.597 -1.414 -1.608
8 H -0.899 -0.822 2.168
9 H -1.533 0.679 1.956
10 H -1.677 1.797 -0.334
11 H -0.787 1.461 -1.744
12 H 2.797 -0.260 -1.262
13 H 2.610 1.647 0.354
14 H 3.060 -0.612 0.996

Results
SMILES: N[Si](N)(N)[SiH3]
HOMO (eV): -8.4264
Lowest unoccupied orbital energy (Ha): 0.028

These are the Mulliken partial charges, in e, on atoms 1 to 4: N -0.435; Si 0.209; N -0.487; N -0.550



Name the most stable of them. x.



--- w ---
Below is an isolated ion of composition C12H17N2 and charge +1, with properties calculated with wB97M-V/def2-TZVPD.

Cartesian coordinates (Å):
1 C -0.533 -3.223 1.583
2 C -1.315 -2.285 2.175
3 C 0.259 -3.025 0.494
4 C -1.410 -1.052 1.546
5 C 0.220 -1.708 -0.042
6 C -0.620 -0.798 0.494
7 C 0.454 -0.415 -2.164
8 C 1.077 -1.392 -1.312
9 C -0.494 0.965 -0.564
10 C 1.229 1.467 1.210
11 C 1.101 2.757 -0.904
12 C 0.298 2.000 0.151
13 N -0.198 0.611 -1.852
14 N -2.002 1.375 -0.783
15 H -0.563 -4.250 2.048
16 H -1.944 -2.616 2.944
17 H 0.979 -3.696 -0.098
18 H -1.905 -0.208 1.963
19 H 0.497 -0.599 -3.253
20 H 1.986 -1.072 -0.974
21 H 1.213 -2.321 -1.754
22 H 1.944 0.688 0.753
23 H 0.730 0.854 1.961
24 H 1.798 2.022 1.959
25 H 0.659 2.885 -1.900
26 H 2.086 2.216 -1.170
27 H 1.545 3.708 -0.799
28 H -0.334 2.664 0.643
29 H -1.868 2.467 -0.649
30 H -2.553 0.860 -0.001
31 H -2.338 1.122 -1.702

Results
Total charge: +1
HOMO (eV): -12.7296
Lowest unoccupied orbital energy (Ha): -0.111

These are the Mulliken partial charges, in e, on atoms 1 to 4: C -0.364; C -0.978; C -0.930; C -0.185



--- x ---
Below is an isolated ion of composition C12H17N2 and charge +1, with properties calculated with wB97M-V/def2-TZVPD.

Cartesian coordinates (Å):
1 C 4.158 -2.497 -0.461
2 C 2.888 -1.841 -0.597
3 C 1.828 -1.320 -0.773
4 N 0.371 -0.542 -0.802
5 C 0.271 0.502 -1.839
6 C -1.004 0.760 -1.995
7 C -2.432 0.506 -2.126
8 C -1.758 -0.204 -1.004
9 C -0.819 -1.385 -1.080
10 C -1.556 0.353 0.403
11 C -2.444 -0.298 1.459
12 C -0.053 0.065 0.663
13 N 0.730 1.084 1.144
14 C 0.687 2.462 0.691
15 H 4.242 -3.307 -1.183
16 H 4.962 -1.781 -0.627
17 H 4.245 -2.905 0.546
18 H 1.167 0.923 -2.252
19 H -3.119 1.300 -1.869
20 H -2.719 -0.054 -3.007
21 H -0.956 -2.142 -0.308
22 H -0.753 -1.856 -2.061
23 H -1.735 1.428 0.410
24 H -2.337 -1.379 1.459
25 H -3.486 -0.061 1.263
26 H -2.186 0.082 2.444
27 H 0.076 -0.814 1.303
28 H 1.647 0.797 1.455
29 H 1.388 3.031 1.296
30 H 0.958 2.584 -0.363
31 H -0.304 2.883 0.852

Results
Total charge: +1
SMILES: CC#C[N@@+]12C=C3C[C@]3(C1)[C@@H](C)[C@@H]2NC
HOMO (eV): -12.8201
Lowest unoccupied orbital energy (Ha): -0.094

These are the Mulliken partial charges, in e, on atoms 1 to 4: C -1.276; C 0.603; C -0.526; N 0.339



Name the most stable of them. w.